<a>
ORCA calculation (ωB97M-V/def2-TZVPD) on 2 unconnected molecules or ions with the total composition C9H14.

Results
HOMO energy in eV: -8.9
Multiplicity: 1
SMILES: Cc1ccccc1.CC
LUMO in eV: 1.03
M in g/mol: 122.2
Frontier orbital gap in eV: 10.0

The geometry in XYZ format:
```
23
C9H14 | the OMol25 dataset | ωB97M-V/def2-TZVPD
C 2.268 1.809 -0.751
C 1.432 0.662 -1.300
C 0.159 0.415 -0.766
C -0.529 -0.749 -1.061
C 0.064 -1.696 -1.929
C 1.197 -1.331 -2.629
C 1.927 -0.201 -2.250
H 2.444 1.548 0.294
H 1.785 2.776 -0.841
H 3.234 1.863 -1.252
H -0.301 1.140 -0.105
H -1.551 -0.847 -0.729
H -0.297 -2.712 -2.009
H 1.555 -2.026 -3.378
H 2.915 0.010 -2.642
C -2.312 -0.510 2.106
C -1.738 0.384 3.211
H -2.806 -0.026 1.262
H -1.540 -1.185 1.740
H -3.083 -1.161 2.520
H -0.652 0.405 3.152
H -2.088 1.417 3.182
H -2.084 0.015 4.176
```

Mulliken atomic charge list, values in e, 5 entries:
1. C -1.32
2. C 0.71
3. C -0.31
4. C -0.36
5. C -0.59

***

<b>
ORCA calculation (ωB97M-V/def2-TZVPD) on 2 unconnected molecules or ions with the total composition C9H14.

Results
HOMO energy in eV: -9.0
Multiplicity: 1
SMILES: Cc1ccccc1.CC
LUMO in eV: 1.00
M in g/mol: 122.2
Frontier orbital gap in eV: 10.0

The geometry in XYZ format:
```
23
C9H14 | the OMol25 dataset | ωB97M-V/def2-TZVPD
C -1.859 -1.700 0.345
C -0.718 -1.118 1.107
C -0.676 -1.025 2.480
C 0.505 -0.725 3.160
C 1.693 -0.615 2.426
C 1.658 -0.525 1.030
C 0.452 -0.780 0.426
H -2.348 -0.941 -0.311
H -2.804 -1.850 0.853
H -1.550 -2.571 -0.225
H -1.579 -1.328 3.004
H 0.632 -0.853 4.225
H 2.544 -0.531 3.092
H 2.538 -0.300 0.449
H 0.419 -0.745 -0.667
C 0.801 2.322 -2.634
C -0.526 1.590 -2.736
H 0.705 3.408 -2.701
H 1.265 2.158 -1.649
H 1.628 1.960 -3.237
H -0.626 0.834 -3.523
H -1.372 2.160 -3.151
H -0.783 1.174 -1.763
```

Mulliken atomic charge list, values in e, 5 entries:
1. C -1.35
2. C 0.50
3. C -0.18
4. C -0.64
5. C -0.24

***

<c>
ORCA calculation (ωB97M-V/def2-TZVPD) on 2 unconnected molecules or ions with the total composition C9H14.

Results
HOMO energy in eV: -8.6
Multiplicity: 1
SMILES: Cc1ccccc1.CC
LUMO in eV: 1.00
M in g/mol: 122.2
Frontier orbital gap in eV: 9.6

The geometry in XYZ format:
```
23
C9H14 | the OMol25 dataset | ωB97M-V/def2-TZVPD
C 0.073 -3.111 -1.655
C -0.074 -2.201 -0.362
C 0.956 -1.768 0.397
C 0.600 -0.762 1.404
C -0.640 -0.384 1.796
C -1.681 -0.927 1.050
C -1.349 -1.884 0.069
H -0.226 -2.577 -2.533
H -0.728 -3.995 -1.500
H 1.037 -3.428 -1.789
H 1.988 -2.339 0.482
H 1.469 -0.277 1.702
H -0.832 0.385 2.531
H -2.650 -0.581 1.269
H -2.116 -2.657 -0.154
C 0.944 2.691 -0.196
C 0.065 3.920 -0.419
H 0.457 1.824 0.309
H 1.109 2.367 -1.330
H 2.006 2.853 0.253
H -0.949 3.674 -0.600
H 0.011 4.610 0.457
H 0.532 4.567 -1.181
```

Mulliken atomic charge list, values in e, 5 entries:
1. C -1.30
2. C 0.81
3. C -0.38
4. C -0.39
5. C -0.64

***

Here is how they stack up, most stable first: <a>, <b>, <c>.

***

<a>
ORCA calculation (ωB97M-V/def2-TZVPD) on 2 unconnected molecules or ions with the total composition C9H14.

Results
HOMO energy in eV: -8.9
Multiplicity: 1
SMILES: Cc1ccccc1.CC
LUMO in eV: 1.01
M in g/mol: 122.2
Frontier orbital gap in eV: 9.9

The geometry in XYZ format:
```
23
C9H14 | the OMol25 dataset | ωB97M-V/def2-TZVPD
C -1.964 1.492 2.654
C -0.797 0.809 2.011
C -0.329 -0.390 2.554
C 0.925 -0.852 2.183
C 1.638 -0.140 1.227
C 1.081 0.904 0.518
C -0.214 1.320 0.866
H -1.843 2.573 2.661
H -2.164 1.049 3.626
H -2.854 1.338 2.038
H -0.852 -0.796 3.411
H 1.384 -1.736 2.606
H 2.618 -0.498 0.934
H 1.632 1.412 -0.259
H -0.679 2.178 0.394
C 0.039 -0.633 -3.996
C 0.571 -1.462 -2.829
H -0.929 -1.037 -4.294
H -0.010 0.441 -3.834
H 0.657 -0.768 -4.886
H 0.156 -2.465 -2.910
H 1.651 -1.618 -2.842
H 0.282 -1.124 -1.834
```

Mulliken atomic charge list, values in e, 5 entries:
1. C -1.37
2. C 0.86
3. C -0.54
4. C -0.42
5. C -0.39

***

<b>
ORCA calculation (ωB97M-V/def2-TZVPD) on 2 unconnected molecules or ions with the total composition C9H14.

Results
HOMO energy in eV: -8.8
Multiplicity: 1
SMILES: Cc1ccccc1.CC
LUMO in eV: 1.05
M in g/mol: 122.2
Frontier orbital gap in eV: 9.9

The geometry in XYZ format:
```
23
C9H14 | the OMol25 dataset | ωB97M-V/def2-TZVPD
C 2.145 -0.200 -0.056
C 1.003 0.579 -0.698
C -0.304 0.191 -0.705
C -1.247 0.883 -1.455
C -0.868 2.065 -2.070
C 0.473 2.584 -2.016
C 1.381 1.691 -1.498
H 3.090 0.319 -0.229
H 2.266 -1.091 -0.690
H 1.820 -0.492 0.944
H -0.606 -0.621 0.003
H -2.326 0.637 -1.437
H -1.530 2.663 -2.673
H 0.688 3.595 -2.311
H 2.508 1.872 -1.551
C -1.458 -2.180 1.504
C -0.595 -1.449 2.522
H -1.614 -3.217 1.808
H -2.430 -1.620 1.421
H -1.144 -2.221 0.467
H 0.480 -1.426 2.287
H -0.659 -2.011 3.502
H -1.073 -0.554 2.930
```

Mulliken atomic charge list, values in e, 5 entries:
1. C -1.13
2. C 0.38
3. C 1.00
4. C -0.72
5. C -0.25

***

<c>
ORCA calculation (ωB97M-V/def2-TZVPD) on 2 unconnected molecules or ions with the total composition C9H14.

Results
HOMO energy in eV: -8.9
Multiplicity: 1
SMILES: Cc1ccccc1.CC
LUMO in eV: 0.96
M in g/mol: 122.2
Frontier orbital gap in eV: 9.9

The geometry in XYZ format:
```
23
C9H14 | the OMol25 dataset | ωB97M-V/def2-TZVPD
C -0.918 1.006 -0.549
C -0.384 1.594 0.675
C 0.514 0.782 1.431
C 0.944 1.198 2.742
C 0.339 2.453 3.194
C -0.561 3.157 2.533
C -0.969 2.746 1.168
H -1.225 1.671 -1.365
H -1.864 0.612 -0.278
H -0.036 0.368 -0.770
H 0.926 -0.097 1.036
H 1.625 0.540 3.343
H 0.921 2.812 4.099
H -1.059 4.009 2.955
H -1.656 3.313 0.566
C 1.139 -3.261 -2.318
C -0.273 -3.205 -2.851
H 1.182 -4.197 -1.855
H 1.843 -3.385 -3.179
H 1.605 -2.553 -1.633
H -0.519 -3.461 -3.908
H -0.596 -2.176 -2.667
H -0.980 -3.926 -2.370
```

Mulliken atomic charge list, values in e, 5 entries:
1. C -1.23
2. C 0.87
3. C -0.59
4. C -0.49
5. C -0.30

***

Here is how they stack up, most stable first: <a>, <b>, <c>.